Entry 1:
This record from OMol25 describes a cluster of 5 separate species, C21H51B3O9 in total. The level of theory is the ωB97M-V functional and the def2-TZVPD basis.

```
84
Properties=species:S:1:pos:R:3
O -0.8040 -6.1117 7.9471
H 1.0649 8.2137 -3.0545
H -1.0360 -5.0618 6.1743
H -2.4387 -3.3860 4.2200
H 7.7405 1.3499 -2.1322
C -2.6554 -1.3844 4.9654
O -1.7581 -2.1549 2.8026
H 1.9686 6.0983 -2.2084
H 4.5183 4.3215 -4.6355
H -2.4537 4.2513 -3.5491
H -1.0665 -0.9114 1.4016
H 1.0924 2.6484 -0.3613
O 0.2397 5.2089 -1.7391
H 6.1633 0.8579 -1.4903
H 2.6462 -0.3903 -2.4552
C 6.1011 1.6793 -3.4836
O 0.4431 -0.4736 -2.0335
H -2.4815 0.4035 -2.2753
H 0.8524 -8.2740 5.9400
H 0.8989 -0.0683 2.5936
C -2.3650 -1.7302 -2.1597
H 4.4328 3.0536 -1.8416
H 6.6058 2.5667 -1.5580
H 0.9491 5.7751 -3.6019
H -2.9514 -2.3404 -1.4688
H -3.5242 -5.2926 6.1077
C -2.1008 -0.3437 -1.5649
H 3.1296 2.9951 -3.0159
H 6.6066 2.4564 -4.0692
H -2.7682 -6.8812 6.0682
C -1.0504 -0.9669 2.4880
H -1.5884 -0.0864 2.8576
H 0.3831 7.8888 -1.4516
H -4.3706 -1.9845 -5.4723
C -0.3856 -7.3692 7.4459
H 5.7985 4.4586 -3.4283
O -3.1919 -1.6722 -3.3371
B -0.6066 0.0213 -1.2726
H -1.1251 5.1929 -4.2157
B 1.7445 -0.1308 -1.7303
H -0.0924 -6.9195 5.3332
C -1.1324 5.0276 -2.0414
H -1.4391 -2.2605 -2.3960
H 0.1903 -7.8120 8.2585
H -3.0030 -1.5089 -6.5364
H -3.6237 -1.1910 4.5018
H 4.2260 5.1827 -3.1120
C -1.6026 -5.3370 7.0721
H -3.3496 0.8935 -5.4735
C 0.3879 -0.9528 2.9761
H 6.2689 0.7333 -3.9986
H -1.6898 5.9585 -1.8864
H -2.8206 -1.7292 5.9871
H -0.8203 3.5658 -3.6000
H -4.4710 0.3735 -6.7329
H -3.4742 -6.2857 7.5741
H 1.3166 -6.6157 6.3551
H -2.6680 -0.2021 -0.6370
C 6.6832 1.6128 -2.0815
O 1.9983 0.6220 -0.5910
C 0.4703 -7.2846 6.1933
H -0.9136 -2.6196 4.6380
C -1.3934 4.4801 -3.4351
C -4.1277 0.1615 -5.7176
H 0.9184 -1.8389 2.6247
H -1.4867 4.3166 -1.2940
H -1.2484 -8.0228 7.2726
C -1.8947 -2.4411 4.1819
B 0.9404 1.4689 -0.3252
H 0.4546 -0.9262 4.0646
C 4.7245 4.3242 -3.5644
C -2.9172 -5.9929 6.6832
O -1.4008 -1.1386 -4.5740
O 4.6975 1.8607 -3.5165
C -2.5806 -1.3567 -4.4922
C -3.5623 -1.2680 -5.6286
H -2.1106 -0.4412 5.0205
C 0.9377 6.1252 -2.5629
C 0.4124 7.5488 -2.4876
H -1.8017 -4.4136 7.6171
H -0.5919 7.6395 -2.9033
C 4.2148 3.0484 -2.9157
O -0.3167 0.8938 -0.2263
H -4.9663 0.2950 -5.0298
```

Values from the calculation:
E_HOMO (Eh): -0.352
E (eV): -43066.1916
SMILES: CCC(=O)OCCB1OBOBO1.CCOCC.CCOCC.CCOCC.CCOCC

***

Entry 2:
This record from OMol25 describes a cluster of 3 separate species, C21H51Br2NO15P5 in total in a non-equilibrium geometry. The level of theory is the ωB97M-V functional and the def2-TZVPD basis.

```
95
Properties=species:S:1:pos:R:3
H -1.8521 -0.6342 -0.8713
C 2.2876 2.2397 2.4150
H 1.6227 3.6684 0.9798
H -3.7432 1.2085 1.2930
C 0.8915 -0.8645 -1.9946
H 0.4013 2.2636 -1.6409
C 2.3606 -0.8051 -1.5138
O -0.5447 -0.0809 5.2243
C 4.4074 0.0182 -3.6529
C -1.7628 -3.8377 -1.2869
H 5.3685 0.2808 -0.9572
H 2.7776 2.1763 3.3908
C 0.0748 -1.5828 -0.8763
H 2.8781 -1.7614 -1.6052
O -8.2392 -4.9460 1.3160
H -8.7842 -6.9431 1.4638
H -3.9439 -3.1871 1.8737
H -9.4504 -6.0358 0.0994
H 4.7467 3.1512 -1.5764
P 3.3803 0.5860 -2.2100
C -1.4289 -1.5675 -1.2550
H -3.9790 0.0678 4.7893
P 4.1287 4.5666 0.6965
C -5.4460 -3.7264 0.0527
H -3.4891 -4.0231 3.3337
H -0.2548 -2.1078 4.8314
Br 5.3941 0.1681 -6.2953
H -4.3731 -1.3878 3.8476
O -0.3359 0.0378 2.8074
H 1.3223 4.1195 2.6473
O -1.5644 -3.9829 -2.4592
H 2.5691 6.7931 -2.4077
H 6.1853 3.3871 0.8129
O -2.4668 1.0664 2.8475
H -4.3747 -3.8324 -0.0983
C 1.7849 6.2714 -1.8520
H 0.8213 -1.5236 -2.8646
H 4.0616 0.7938 0.0789
H -7.7506 -6.5407 0.0633
O 1.2655 2.6988 -1.5903
H -5.6321 -2.8477 0.6741
H 2.3248 -0.5804 -0.4363
C -3.6038 0.5729 2.1683
O 5.0294 5.7090 0.8422
P -1.3961 0.2652 3.8437
H 3.9038 3.1848 -3.5714
H -5.9181 -3.5824 -0.9206
P 2.1220 2.2586 -2.8981
H -3.4777 -0.4622 1.8489
H -3.7324 -1.5463 5.4866
Br 4.7504 -1.8975 -3.6399
H 1.5548 5.3569 -2.4020
C 2.2939 5.9245 -0.4459
O -2.3560 -1.0515 4.0289
H 1.4097 5.6255 0.1296
P -6.7662 -4.8470 2.0795
H 0.1813 -0.9476 0.0160
H 2.7875 6.7700 0.0359
C 2.0772 3.6950 1.9776
H -1.4921 -1.5013 -2.3492
C 0.2905 -1.2365 5.1929
H 3.1205 -1.2148 -6.2393
N 2.9108 3.4070 -3.5448
O 1.0524 1.7255 -3.9965
C -4.1220 -4.0977 2.4483
H 3.6192 1.4787 -5.1483
O 3.2167 4.8178 -0.6012
C -3.6803 -0.9584 4.5707
O -5.9480 -4.9263 0.6445
O -2.1781 -2.6540 -0.7199
H 2.1063 -0.8493 -4.7689
C -8.5597 -6.1953 0.7060
H 4.8637 2.3462 1.2881
C 4.5598 1.0222 -0.8656
H -4.5008 0.6904 2.7766
C 2.7117 -0.4472 -5.5855
H 6.2747 2.3764 -1.1741
H 5.3844 0.5013 -3.5362
H 0.1426 1.8600 -3.6949
O -6.7520 -6.1443 2.8134
C 3.8756 0.4250 -5.0478
H -3.8394 -4.9861 1.8845
C 5.2185 2.4302 -0.9041
H 2.8633 1.6768 1.6711
H 0.8949 6.8991 -1.7639
O 3.2650 4.4970 2.0664
O -5.4638 -4.1492 2.8795
H 1.1684 -1.0576 4.5750
C 5.1782 3.0745 0.5350
H 0.6167 -1.4220 6.2150
H 0.4765 -2.5686 -0.6310
H 1.3234 1.7315 2.5109
H 0.4105 0.1042 -2.1212
H 2.0813 0.1961 -6.2052
H -1.5880 -4.6427 -0.5537
```

Values from the calculation:
E_HOMO (Eh): -0.422
Total charge: +1
E (eV): -241328.9049

***

Entry 3:
This record from OMol25 describes a cluster of 3 separate species, C21H51N4 in total in a non-equilibrium geometry. The level of theory is the ωB97M-V functional and the def2-TZVPD basis.

```
76
Properties=species:S:1:pos:R:3
H -3.7210 2.8151 -4.1868
H 2.9091 0.4162 6.5197
H 1.4038 3.5581 -0.3832
H 2.6382 -2.9079 -3.7701
C 0.0615 -5.8143 -4.6843
H -4.6497 2.9405 -2.3257
N 0.7333 -3.4317 -4.3807
H -1.4314 -1.9518 -2.8928
H -0.2656 0.6959 5.7886
H 0.3941 -4.8265 -2.8116
H 2.2123 -1.6954 -1.7858
H 0.5037 -1.5007 -2.1148
N -0.0710 3.7922 -1.8384
H -0.0050 3.1040 -3.8375
H 2.8277 -1.2783 6.8246
C 1.3412 -2.1873 -2.2281
H 1.8372 -5.0824 -3.7785
C -2.4078 2.8077 -2.3642
H -0.1393 4.0420 0.3063
H -0.1648 -2.3692 7.2559
C 0.0766 1.8616 -0.1868
C -3.8047 2.9703 -1.6286
H 1.0286 -1.0213 8.4243
C 0.7357 -1.8497 5.3348
H 0.4578 -5.8394 -5.7003
H 1.8894 1.1549 -0.8828
H 0.3696 4.7048 -1.9503
H -2.6135 -2.7504 -3.9119
H 0.4045 -1.9403 4.2944
H 0.4518 0.5117 1.4649
H 1.5541 3.2766 -3.0606
H -0.5016 -1.9310 -5.1309
C 0.5778 0.5601 5.0965
H 1.4860 1.0024 -3.0953
C -2.6699 2.6895 -3.9059
H 0.1507 2.2392 1.9766
C 2.1968 -0.3963 6.6871
C 0.6382 1.5722 1.2528
C 0.3141 3.3734 -0.4407
C 1.4432 -0.1140 7.9893
N 1.4134 -0.5664 5.4697
C 1.6231 -2.5046 -3.7001
H -1.8727 4.5118 -1.0261
H 2.1323 0.3034 8.7274
H -0.9762 1.5539 -0.1696
C 0.6326 1.3979 -2.5186
H -3.9416 2.1089 -0.9510
C -1.5991 -2.8329 -3.5126
C -0.5980 -2.9188 -4.6688
H 1.1413 -3.0825 -1.6387
H -1.1653 -1.2879 6.2754
H 0.6363 0.6089 7.8582
H -2.0174 1.8429 -2.0267
H 1.7199 1.7774 1.1881
H -3.8546 3.8770 -1.0101
H -2.0995 3.4540 -4.4671
C 0.7882 -4.7801 -3.8372
C -0.4684 -2.1263 6.2393
C 1.3344 1.8765 4.9900
H 2.1529 1.8034 4.2708
H -1.0123 -5.6253 -4.7327
C 0.5232 2.9124 -2.8923
H 0.1941 -6.8040 -4.2452
H -1.5766 -3.7161 -2.8733
H -0.2537 0.8832 -2.9229
H 1.4677 -2.6507 5.4684
C -1.5520 4.0381 -1.9663
H -1.0353 -3.5383 -5.4555
H 0.1401 0.3511 4.1151
H -1.6981 4.8089 -2.7442
H -1.0203 -2.9900 5.8609
N 0.9082 1.1059 -1.1137
H 0.6557 2.6631 4.6520
H 1.6539 -1.5659 -4.2644
H 1.7410 2.1960 5.9501
H -2.3093 1.7143 -4.2681
```

Values from the calculation:
E_HOMO (Eh): -0.362
Total charge: +1
Relative energy (zero: lowest compared OMol25 entry of this formula, charge and spin) (kcal per mole): 14.6
E (eV): -28557.2265